# 1
74
Properties=species:S:1:pos:R:3:forces:R:3:lowdin_charge:R:1 method="wB97M-V/def2-TZVPD" homo_ev="-6.3 / -6.3" charge=0 de_lowest_kcal_mol=19.4 homo_lumo_gap_ev="4.9 / 4.9"
Ni -0.207177 0.046357 0.499691 0.534 0.097 -0.139 0.367
C -1.627377 5.002257 4.417191 -0.135 0.063 -0.209 -0.078
C -0.777877 4.345957 5.304591 0.130 -0.131 0.087 -0.078
C -0.063077 3.223657 4.917191 -0.020 0.062 -0.010 -0.009
C -0.214477 2.790757 3.611391 -0.493 0.546 -0.305 -0.102
C 0.308823 1.643957 2.903391 0.066 -0.097 -0.267 -0.264
N 1.076223 0.766257 3.500891 -0.020 0.074 0.158 0.219
C 1.395023 -0.382543 2.948391 -0.237 -0.012 -0.356 -0.274
C 2.164123 -1.385343 3.641191 0.186 -0.738 -0.316 -0.104
C 2.694823 -1.446443 4.920891 0.029 0.000 0.014 -0.011
C 3.292123 -2.631643 5.312591 -0.036 0.217 0.097 -0.079
C 3.357423 -3.729243 4.453391 0.003 -0.155 -0.185 -0.080
C 2.823823 -3.680543 3.176791 0.068 -0.031 0.052 -0.013
C 2.225023 -2.495743 2.777191 0.029 0.523 0.618 -0.106
C 1.464923 -2.129843 1.605691 -0.124 -0.016 -0.149 -0.298
N 1.212523 -3.000043 0.646791 -0.063 0.035 0.044 0.219
C 0.390923 -2.718043 -0.338209 0.214 0.097 0.001 -0.274
N -0.205777 -1.532943 -0.626809 -0.486 0.123 0.165 0.111
C -1.051777 -1.733043 -1.685909 0.406 0.186 0.307 -0.253
N -1.765977 -0.831743 -2.305609 -0.307 0.213 -0.260 0.228
C -1.862177 0.413357 -1.884709 0.082 -0.273 0.391 -0.277
N -1.430677 0.919457 -0.694409 0.537 0.112 -0.410 0.109
C -1.748577 2.242057 -0.652609 0.032 -0.270 0.354 -0.265
N -1.625277 3.049057 0.380691 -0.249 0.264 -0.132 0.222
C -0.993777 2.695357 1.472191 0.337 -0.140 -0.192 -0.257
N -0.161677 1.627357 1.621191 -0.394 -0.379 0.309 0.115
C -1.063177 3.455557 2.709091 0.494 -0.177 0.583 -0.093
C -1.787177 4.566857 3.108591 -0.005 0.049 0.032 -0.008
C -2.395677 2.630757 -1.886109 -0.236 -0.559 -0.667 -0.115
C -2.868077 3.840357 -2.369409 -0.021 0.004 0.023 -0.007
C -3.452277 3.850357 -3.625309 0.042 0.100 0.108 -0.077
C -3.569177 2.684357 -4.380409 0.004 -0.157 -0.073 -0.078
C -3.092577 1.472157 -3.909709 0.074 -0.048 0.008 -0.009
C -2.492477 1.455057 -2.660009 -0.253 0.840 0.241 -0.120
C -0.985077 -3.115443 -2.112409 0.486 -0.542 0.306 -0.096
C -1.627977 -3.834143 -3.106109 0.026 -0.008 -0.050 -0.008
C -1.275877 -5.165343 -3.264809 -0.143 0.153 -0.142 -0.079
C -0.326177 -5.769643 -2.445009 0.166 -0.041 0.133 -0.079
C 0.303823 -5.063843 -1.432809 -0.046 -0.060 -0.058 -0.010
C -0.039477 -3.733243 -1.275909 -0.478 0.197 -0.556 -0.101
N 0.979323 -0.866643 1.738691 0.285 0.343 -0.131 0.078
H -2.182277 5.863357 4.763091 -0.021 0.042 -0.009 0.101
H -0.686277 4.714457 6.316491 0.004 0.016 0.055 0.101
H 0.579423 2.694157 5.603591 0.070 -0.042 0.054 0.111
H 2.612423 -0.602743 5.587391 0.033 0.102 0.085 0.111
H 3.702023 -2.717743 6.308891 0.037 0.001 0.048 0.101
H 3.820423 -4.640443 4.802691 0.049 -0.072 0.011 0.101
H 2.851523 -4.534543 2.517591 0.007 -0.079 -0.060 0.111
H -2.464977 5.066557 2.432991 -0.015 0.036 -0.087 0.112
H -2.774077 4.742757 -1.787309 -0.006 0.109 0.102 0.113
H -3.825377 4.777857 -4.033309 -0.031 0.090 -0.014 0.101
H -4.036677 2.732757 -5.354109 -0.021 -0.010 -0.039 0.101
H -3.172677 0.568257 -4.493809 -0.001 -0.089 -0.054 0.113
H -2.374977 -3.371543 -3.731709 -0.038 0.079 -0.100 0.112
H -1.733777 -5.744343 -4.053609 -0.085 -0.057 -0.014 0.101
H -0.076777 -6.807843 -2.606409 0.024 -0.089 -0.009 0.101
H 1.041723 -5.525943 -0.796609 0.070 -0.043 0.100 0.111
S 3.853323 -0.455543 -1.747609 -0.341 0.178 -0.018 1.062
C 2.774323 0.150557 -0.528709 0.235 -0.100 -0.338 -0.453
N 1.712723 0.752757 -0.929609 0.370 0.512 0.357 0.038
C 1.695923 0.857957 -2.303009 0.730 -0.356 -0.676 -0.293
C 0.791923 1.568557 -3.091009 0.009 -0.027 0.156 -0.005
C 0.950423 1.577457 -4.460609 -0.129 0.063 0.106 -0.066
C 2.007623 0.904957 -5.068409 0.120 -0.051 -0.035 -0.085
C 2.943923 0.235057 -4.310609 -0.037 -0.016 -0.185 -0.096
C 2.785823 0.220757 -2.936709 -0.089 0.042 0.277 -0.471
H 3.039623 0.002557 0.501791 -0.126 -0.049 0.273 0.070
H 0.003723 2.131457 -2.623309 -0.093 0.075 0.038 0.097
H 0.248223 2.125357 -5.070809 -0.081 0.058 -0.034 0.105
H 2.115423 0.931957 -6.140609 -0.006 0.001 -0.151 0.102
H 3.785023 -0.253843 -4.770309 0.153 -0.097 -0.131 0.105
N -1.717077 -1.861443 2.373591 -0.051 -0.397 0.272 0.143
C -1.758977 -0.908043 1.708991 -1.217 -0.241 0.586 -0.016
H -1.489677 -2.671343 2.909691 -0.003 -0.055 0.010 0.093

# 2
81
Properties=species:S:1:pos:R:3:forces:R:3:mulliken_spin:R:1 method="wB97M-V/def2-TZVPD" homo_ev="-1.7 / -1.8" multiplicity=6 charge=-2 de_lowest_kcal_mol=12.7 homo_lumo_gap_ev="5.5 / 5.6"
Mn -1.926306 -0.589966 1.413442 0.250 1.294 1.193 4.743
C 1.779407 0.937914 3.658186 0.012 0.604 0.106 0.001
O 2.407362 -0.317299 3.980345 -0.172 -0.497 -1.534 0.000
C 2.430415 -1.131221 2.833988 0.495 0.205 0.491 0.007
C 3.604764 -1.806673 2.507029 -0.707 0.260 -0.209 0.005
C 3.701447 -2.666471 1.371160 -0.817 1.003 0.827 0.002
C 2.521653 -2.864430 0.689884 0.289 -0.642 -0.489 0.003
C 1.291287 -2.328977 1.056430 0.160 1.431 1.042 -0.027
C 0.102863 -2.767174 0.404713 0.089 -0.432 -1.291 0.014
N -1.073809 -2.262082 0.431069 -0.188 -0.114 -0.399 0.045
N -1.932899 -2.869772 -0.488116 -1.285 0.977 0.534 -0.016
C -3.058433 -2.150063 -0.625571 2.069 -0.157 -0.014 -0.038
O -3.314348 -0.986681 -0.128071 -0.057 -1.318 -0.488 0.041
C -4.015845 -2.828924 -1.528514 -0.559 0.509 0.754 0.016
C -5.298011 -2.317717 -1.602025 0.918 0.871 0.275 0.001
C -6.225892 -2.970577 -2.388594 -0.228 0.148 1.005 0.000
C -5.993114 -4.238352 -2.922647 0.129 1.353 0.190 -0.001
C -4.710193 -4.741121 -2.805351 -0.108 -0.172 0.058 0.001
C -3.731262 -4.024361 -2.127856 -0.427 -0.940 -0.664 0.000
C 1.203680 -1.306928 2.079277 0.034 -1.919 -0.177 0.011
O 0.084980 -0.814503 2.381943 -0.268 0.381 0.282 0.017
H 1.016903 0.845688 2.874844 0.279 0.044 0.453 0.007
H 2.529429 1.669168 3.307217 -0.005 -0.196 0.280 0.000
H 1.287357 1.288270 4.565860 0.126 0.060 -0.085 0.000
H 4.442150 -1.646668 3.170220 0.209 0.067 0.022 0.000
H 4.638542 -3.108988 1.073892 0.044 -0.068 -0.037 0.001
H 2.488639 -3.463470 -0.201939 0.228 -0.521 -0.289 0.001
H 0.192051 -3.585971 -0.326767 0.289 0.056 0.241 0.001
H -5.392190 -1.398583 -0.969844 -0.646 -0.725 -0.997 0.002
H -7.171359 -2.489793 -2.399202 -1.079 -0.031 -0.411 0.000
H -6.828561 -4.724641 -3.387760 0.012 -0.466 -0.342 0.000
H -4.480242 -5.720844 -3.188288 0.118 -0.218 -0.141 0.000
H -2.771997 -4.454660 -1.996825 0.778 -0.218 0.037 -0.001
O -3.679222 -0.191482 5.257573 -0.097 -0.294 -0.772 0.006
C -3.058917 0.114541 4.228814 -0.126 -0.339 -0.525 0.014
O -3.153588 -0.442048 3.061136 -0.013 0.028 1.115 0.068
C -2.097470 1.266620 4.369507 0.892 0.222 1.632 -0.018
C -1.664435 1.550117 5.706041 -1.177 -0.872 -1.262 -0.002
C -0.802242 2.523027 6.068232 0.996 1.244 -0.217 0.002
C -0.327314 3.381250 5.077619 -0.799 0.112 -1.544 0.000
C -0.751528 3.151041 3.778699 0.422 -0.321 1.052 0.009
C -1.541464 2.047002 3.388255 0.345 0.950 -1.581 0.011
S -1.657590 1.944946 1.612125 -0.313 -0.445 0.030 0.037
H -2.137751 0.936261 6.419545 -0.265 -0.690 0.922 -0.001
H -0.448586 2.701152 7.059192 -0.134 -0.264 0.797 0.001
H 0.286302 4.264808 5.206497 0.182 -0.158 0.537 0.000
H -0.386438 3.771323 2.998092 0.234 0.507 -0.591 -0.004
F -0.597484 4.479603 -6.114123 -0.369 -0.379 0.302 0.000
C -0.316373 3.752951 -5.020703 1.379 -0.116 1.300 0.000
C 1.029506 3.620896 -4.642830 -1.585 -1.464 1.115 0.000
F 1.993947 4.091377 -5.418770 0.451 0.234 -0.110 0.000
C 1.305690 2.830115 -3.489762 -1.686 0.586 -0.630 0.000
F 2.550629 2.627321 -3.191942 2.270 -0.149 0.081 0.000
C 0.345781 2.263067 -2.653946 -0.959 0.161 -0.058 0.011
P 0.591921 1.056002 -1.182827 0.052 -0.325 -1.336 0.028
C 1.193145 -0.344618 -2.287116 0.670 0.809 1.098 -0.011
C 0.249837 -1.336197 -2.542803 1.236 0.513 0.227 0.003
C 0.669014 -2.438555 -3.253891 -0.829 -1.381 -0.447 0.004
C 1.973678 -2.605308 -3.698195 -0.157 0.739 0.428 0.000
C 2.903994 -1.597725 -3.411746 0.816 -0.156 -0.308 0.000
C 2.543492 -0.468166 -2.684924 -2.042 -1.240 -0.835 0.000
C 2.073376 1.743642 -0.430995 -0.259 1.493 -0.261 -0.004
C 2.039009 3.141814 -0.217759 0.029 0.215 0.449 0.003
C 3.098022 3.805832 0.435981 -0.398 -1.308 -0.644 0.001
C 4.181502 3.050980 0.852884 0.015 -0.899 0.771 0.000
C 4.118134 1.646018 0.712114 1.579 0.427 0.655 0.001
C 3.119906 0.982454 0.067178 -1.096 0.621 -0.233 0.004
C -1.005796 2.509436 -2.994543 0.637 -0.248 0.154 -0.002
Br -2.336042 1.813192 -1.806341 -0.179 0.501 -1.004 0.006
C -1.282685 3.207429 -4.160705 -1.172 0.418 -0.929 0.000
F -2.566414 3.398391 -4.583058 0.454 -0.104 0.422 0.000
H -0.711649 -1.272199 -2.071554 -0.489 -0.077 -0.153 -0.004
H -0.063511 -3.243825 -3.431402 0.404 0.391 0.076 0.000
H 2.222074 -3.520595 -4.218130 0.249 0.104 -0.077 0.000
H 3.949230 -1.679187 -3.762444 -0.631 -0.093 0.220 0.000
H 3.218544 0.319005 -2.512037 0.824 0.690 0.318 0.000
H 1.125235 3.716702 -0.480859 0.750 -0.475 0.056 0.002
H 3.080240 4.853779 0.635073 -0.202 0.576 -0.013 0.000
H 4.984292 3.505572 1.463060 -0.425 -0.316 -0.600 0.000
H 4.875949 0.996881 1.137358 0.276 0.332 0.147 0.000
H 3.065611 -0.088744 0.016274 0.259 -0.385 0.005 -0.001

# 3
86
Properties=species:S:1:pos:R:3:forces:R:3:lowdin_charge:R:1 method="wB97M-V/def2-TZVPD" homo_ev="-0.1 / -0.4" charge=-2 de_lowest_kcal_mol=20.0 homo_lumo_gap_ev="4.2 / 4.4"
Pd -0.070098 -0.341509 0.370739 0.855 0.903 -0.400 0.569
O -2.500154 -1.630598 1.873512 0.081 -0.054 -0.029 -0.403
Cl -1.351403 -2.511673 1.745827 -0.328 -0.858 0.577 0.646
O -1.756047 -3.865553 2.034638 -0.045 0.094 -0.281 -0.359
O -0.856914 -2.457211 0.357294 -0.158 0.115 0.500 -0.451
O -0.326433 -2.115108 2.665243 -0.102 0.097 -0.047 -0.361
C 1.810059 -0.936387 0.637065 0.040 -0.793 -0.559 -0.400
Ge 2.864832 -0.207440 -0.752734 -0.044 -0.216 0.347 0.845
C 1.933111 -0.506517 -2.494242 0.060 0.158 0.001 -0.258
C 2.384564 0.082426 -3.677658 -0.106 0.039 0.009 -0.121
C 1.735184 -0.127355 -4.890683 0.004 0.016 0.027 -0.121
C 0.602571 -0.931315 -4.941855 0.002 -0.007 0.023 -0.127
C 0.149042 -1.542942 -3.778690 0.052 0.025 0.034 -0.106
C 0.820170 -1.346095 -2.574557 0.020 -0.138 -0.140 -0.130
C 4.451668 -1.413934 -0.963282 0.064 0.064 -0.136 -0.251
C 5.616486 -1.079389 -1.659661 -0.039 -0.036 0.052 -0.127
C 6.632214 -2.007745 -1.870039 -0.035 0.050 0.000 -0.124
C 6.499614 -3.303314 -1.388351 -0.030 -0.005 0.020 -0.136
C 5.344993 -3.659222 -0.700319 -0.014 0.071 -0.004 -0.113
C 4.334060 -2.725880 -0.495023 0.110 -0.015 0.068 -0.110
C 3.601240 1.640992 -0.961172 0.054 -0.128 -0.062 -0.263
C 2.799238 2.643346 -1.508964 0.115 0.105 0.039 -0.117
C 3.250904 3.952068 -1.620944 -0.008 -0.006 0.057 -0.093
C 4.527962 4.287765 -1.182872 -0.018 -0.038 -0.030 -0.127
C 5.339831 3.306096 -0.631150 -0.024 0.006 0.071 -0.121
C 4.872521 1.999703 -0.513324 -0.044 0.072 -0.054 -0.130
H 2.209003 -0.909518 1.654262 -0.079 0.275 0.033 -0.079
H 3.254151 0.732538 -3.649496 -0.006 0.001 -0.008 0.094
H 2.111365 0.338774 -5.795953 -0.010 0.009 0.015 0.086
H 0.090373 -1.094343 -5.884274 -0.015 0.022 0.019 0.084
H -0.730823 -2.176943 -3.800396 0.024 -0.024 -0.023 0.096
H 0.485751 -1.872430 -1.687594 -0.006 0.075 0.050 0.063
H 5.734910 -0.070107 -2.042592 0.009 -0.043 -0.037 0.083
H 7.524595 -1.718977 -2.416846 -0.006 -0.008 0.017 0.084
H 7.288857 -4.030108 -1.549794 -0.013 0.000 -0.009 0.082
H 5.225012 -4.670944 -0.327726 0.017 0.000 0.007 0.088
H 3.428391 -2.998422 0.039876 -0.009 0.016 -0.038 0.081
H 1.794724 2.395096 -1.824176 -0.043 0.013 0.011 0.071
H 2.600553 4.718470 -2.030149 0.005 -0.029 -0.019 0.084
H 4.881666 5.310078 -1.262489 0.006 -0.010 -0.011 0.083
H 6.334942 3.562480 -0.280619 -0.014 -0.018 0.004 0.084
H 5.511541 1.246973 -0.062366 0.013 0.013 0.004 0.089
F -7.039417 -2.606313 -3.298960 0.027 -0.102 -0.029 0.127
C -7.194101 -1.339234 -2.855372 0.017 -0.028 -0.005 -0.582
F -8.239565 -1.375038 -2.002346 -0.061 0.021 0.059 0.120
F -7.593547 -0.619033 -3.923112 -0.025 0.064 -0.054 0.117
C -5.957627 -0.795752 -2.221016 0.078 0.027 0.036 -0.147
C -5.652744 -1.130992 -0.907284 -0.037 -0.057 0.087 -0.007
C -4.499290 -0.650014 -0.316377 0.123 -0.118 0.037 -0.067
C -3.620741 0.177111 -1.025575 -0.343 0.322 0.075 -0.311
C -3.935699 0.492386 -2.346340 0.097 -0.050 -0.036 -0.057
C -5.088561 0.003929 -2.943325 0.002 0.006 -0.122 -0.018
P -2.099658 0.778533 -0.184148 0.205 -0.244 0.060 1.046
C -1.685827 2.223835 -1.234504 0.278 0.006 0.050 -0.333
C -0.868709 1.965467 -2.334689 -0.066 -0.053 -0.061 -0.087
C -0.506315 2.980531 -3.204656 0.011 -0.037 -0.077 -0.006
C -0.932415 4.278387 -2.959244 -0.058 -0.052 -0.018 -0.135
C -1.686994 4.560396 -1.831898 -0.033 0.061 0.070 -0.011
C -2.056682 3.536666 -0.972330 -0.116 0.021 0.001 -0.044
C -0.563890 5.381827 -3.898857 0.033 -0.011 0.043 -0.580
F -1.504071 6.352206 -3.944113 -0.070 0.048 0.001 0.114
F 0.586112 6.001006 -3.560443 0.108 0.038 0.054 0.127
F -0.399045 4.950582 -5.163213 0.005 -0.042 -0.087 0.126
C -2.791725 1.566362 1.318003 -0.272 -0.068 -0.008 -0.336
C -1.996561 1.571263 2.458728 0.106 0.031 0.034 -0.050
C -2.451645 2.163706 3.626804 0.099 0.028 0.048 0.007
C -3.709571 2.743795 3.666444 -0.001 -0.012 -0.068 -0.139
C -4.529312 2.710642 2.547614 -0.091 0.001 -0.087 -0.019
C -4.067824 2.121329 1.381010 -0.038 0.031 0.004 -0.080
C -4.208519 3.364766 4.931256 -0.002 -0.033 -0.015 -0.583
F -5.093180 4.359248 4.704279 -0.051 0.081 -0.030 0.116
F -4.846853 2.479797 5.727489 -0.061 -0.103 0.066 0.128
F -3.220463 3.891359 5.676861 0.081 0.048 0.044 0.127
H -6.321886 -1.772426 -0.347028 0.020 0.022 0.026 0.121
H -4.247766 -0.932181 0.698815 -0.054 -0.019 -0.030 0.091
H -3.272539 1.125017 -2.921706 -0.039 0.016 -0.017 0.097
H -5.316883 0.250352 -3.972290 0.026 0.051 0.015 0.115
H -0.514565 0.954224 -2.504676 0.061 0.025 -0.037 0.091
H 0.114297 2.764078 -4.064945 -0.001 -0.055 0.016 0.122
H -1.987955 5.580458 -1.629889 -0.030 -0.018 0.026 0.115
H -2.639446 3.769354 -0.090387 -0.001 0.017 -0.024 0.098
H -1.017795 1.108340 2.418531 0.057 0.025 -0.015 0.093
H -1.824861 2.178486 4.508776 0.027 -0.028 -0.028 0.123
H -5.520492 3.143614 2.589486 0.008 0.014 -0.027 0.114
H -4.708736 2.085883 0.507401 -0.014 0.044 0.028 0.111
F 0.700560 1.525364 0.451923 -0.341 0.266 -0.102 -0.542